(w)
Formula: C3H10BN
Source: OMol25
Level of theory: the ωB97M-V functional and the def2-TZVPD basis

XYZ file:
```
15
Properties=species:S:1:pos:R:3
B 0.464 -0.471 0.172
C 2.003 1.113 -0.060
C -1.928 0.288 -0.478
C -0.934 0.081 0.672
N 0.765 -1.787 -0.045
H 2.949 0.661 0.190
H 1.714 1.899 0.614
H 1.955 1.412 -1.096
H -1.517 0.974 -1.214
H -2.145 -0.656 -0.973
H -2.865 0.707 -0.110
H -0.816 1.038 1.183
H -1.384 -0.603 1.398
H 1.652 -2.137 -0.364
H 0.087 -2.519 0.110
```

For the LUMO energy, the calculation gives 0.59 eV. The molar mass comes out at 70.932 g mol⁻¹. As for the net charge: 0.


(x)
Formula: C3H10BN
Source: OMol25
Level of theory: the ωB97M-V functional and the def2-TZVPD basis

XYZ file:
```
15
Properties=species:S:1:pos:R:3
B -0.678 -0.593 0.002
C 0.535 0.549 2.619
C 0.881 0.887 -1.452
C 0.366 -0.549 -1.188
N -1.997 -0.946 -0.130
H 0.435 1.634 2.806
H 1.378 0.302 1.960
H 0.289 -0.260 3.266
H 0.086 1.575 -1.768
H 1.081 1.482 -0.496
H 1.653 0.784 -2.137
H -0.099 -0.960 -2.113
H 1.112 -1.305 -0.956
H -2.711 -1.222 0.574
H -2.331 -1.380 -0.986
```

For the LUMO energy (alpha / beta), the calculation gives 0.31 / 0.58 eV. The molar mass comes out at 70.932 g mol⁻¹. As for the net charge: 0.


Least stable of them? (x).


(w)
Formula: C3H6N2O3
Source: OMol25
Level of theory: the ωB97M-V functional and the def2-TZVPD basis

XYZ file:
```
14
Properties=species:S:1:pos:R:3
H 1.482 1.785 -0.916
N 0.918 1.559 -1.628
C 0.328 0.451 -1.160
N -0.649 -0.163 -1.857
C 0.535 -0.167 0.139
O 1.390 0.377 1.214
C -0.523 -0.622 0.880
O -1.435 -1.413 0.567
O -0.472 -0.011 2.229
H -0.456 -0.269 -2.975
H -1.614 -0.695 -1.269
H 1.044 -1.128 -0.184
H 0.712 0.534 2.085
H -1.261 -0.239 2.875
```

For the LUMO energy, the calculation gives 0.07 eV. The molar mass comes out at 118.092 g mol⁻¹. As for the net charge: 0. The SMILES is [H]/N=C(/N)[C@@H](O)C(=O)O.


(x)
Formula: C3H6N2O3
Source: OMol25
Level of theory: the ωB97M-V functional and the def2-TZVPD basis

XYZ file:
```
14
Properties=species:S:1:pos:R:3
C -0.872 1.466 0.952
C -0.582 0.375 0.272
O -0.589 -0.920 0.731
N -1.065 -1.066 2.067
O -0.230 0.325 -1.056
C 1.116 0.292 -1.340
N 1.339 -0.552 -2.370
O 1.948 0.922 -0.756
H -1.183 1.401 1.976
H -0.814 2.427 0.481
H -1.630 -1.913 2.047
H -0.242 -1.239 2.650
H 2.245 -0.552 -2.810
H 0.558 -0.965 -2.845
```

For the LUMO energy, the calculation gives 0.85 eV. The molar mass comes out at 118.092 g mol⁻¹. As for the net charge: 0. The SMILES is C=C(ON)OC(N)=O.


(y)
Formula: C3H6N2O3
Source: OMol25
Level of theory: the ωB97M-V functional and the def2-TZVPD basis

XYZ file:
```
14
Properties=species:S:1:pos:R:3
O 2.267 -0.186 -0.870
C 2.277 0.183 0.282
C 1.067 0.701 1.037
C -0.205 0.168 0.416
N -1.179 1.020 0.601
O -2.392 0.424 0.175
N -0.322 -1.101 -0.130
O -1.029 -1.103 -1.360
H 3.231 0.277 0.833
H 1.023 1.779 0.905
H 1.059 0.514 2.121
H -3.005 1.204 0.305
H 0.570 -1.486 -0.340
H -1.971 -1.118 -1.087
```

For the LUMO energy, the calculation gives 0.71 eV. The molar mass comes out at 118.092 g mol⁻¹. As for the net charge: 0. The SMILES is O=CC/C(=N/O)NO.


Least stable of them? (w).


(w)
Formula: C3H6N2O3
Source: OMol25
Level of theory: the ωB97M-V functional and the def2-TZVPD basis

XYZ file:
```
14
Properties=species:S:1:pos:R:3
C -1.286 1.380 0.812
N -0.844 0.467 -0.308
C 0.475 0.391 -0.903
C 1.529 -0.198 -0.142
O 2.700 0.348 -0.168
O 1.272 -1.034 0.938
N -1.416 -0.644 -0.635
O -2.471 -0.937 0.046
H -0.378 2.048 0.788
H -1.228 0.926 1.801
H -2.185 1.886 0.759
H 0.264 -0.294 -1.735
H 0.751 1.436 -1.309
H 2.277 -1.213 1.155
```

For the LUMO energy, the calculation gives 0.19 eV. The molar mass comes out at 118.092 g mol⁻¹. As for the net charge: 0. The SMILES is CN(CC(=O)O)N=O.


(x)
Formula: C3H6N2O3
Source: OMol25
Level of theory: the ωB97M-V functional and the def2-TZVPD basis

XYZ file:
```
14
Properties=species:S:1:pos:R:3
C -0.966 -0.622 0.905
C -1.859 0.167 -0.235
C 0.998 1.031 0.210
H 2.701 -0.972 -0.235
H -1.215 -0.040 1.808
H -0.972 -1.731 0.901
H -0.811 -0.805 -1.396
H 0.564 1.951 0.698
H 2.398 0.125 -0.837
N 0.481 -0.232 0.612
N 2.014 1.251 -0.613
O 1.018 -0.969 -0.456
O -1.675 -0.275 -1.368
O -2.677 1.121 0.007
```

For the LUMO energy, the calculation gives -2.39 eV. The molar mass comes out at 118.092 g mol⁻¹. As for the net charge: 0.


(y)
Formula: C3H6N2O3
Source: OMol25
Level of theory: the ωB97M-V functional and the def2-TZVPD basis

XYZ file:
```
14
Properties=species:S:1:pos:R:3
N 1.086 -1.113 -1.168
C 1.374 -0.738 0.131
O 2.491 -0.863 0.613
C 0.227 -0.091 0.816
O 0.106 -0.259 2.191
C -0.772 0.492 0.101
N -0.736 1.064 -1.138
O -1.974 0.740 0.726
H 1.853 -1.466 -1.725
H 0.152 -1.298 -1.513
H -0.337 0.542 2.523
H 0.203 1.290 -1.456
H -1.429 1.803 -1.233
H -2.244 -0.104 1.131
```

For the LUMO energy, the calculation gives 0.42 eV. The molar mass comes out at 118.092 g mol⁻¹. As for the net charge: 0. The SMILES is NC(=O)/C(O)=C(\N)O.


(z)
Formula: C3H6N2O3
Source: OMol25
Level of theory: the ωB97M-V functional and the def2-TZVPD basis

XYZ file:
```
14
Properties=species:S:1:pos:R:3
C -1.697 -0.178 0.997
C -1.389 0.137 -0.246
N -0.060 0.562 -0.606
O -0.034 1.958 -0.719
O 0.471 -0.115 -1.697
C 1.303 -0.021 -0.144
N 1.214 -1.265 0.439
O 2.194 0.786 0.011
H -2.707 -0.465 1.250
H -0.973 -0.104 1.797
H -2.046 0.098 -1.105
H 0.930 2.152 -0.660
H 2.112 -1.596 0.761
H 0.682 -1.949 -0.077
```

For the LUMO energy, the calculation gives 0.84 eV. The molar mass comes out at 118.092 g mol⁻¹. As for the net charge: 0. The SMILES is C=C[N@+]1(O)O[C@@]1(N)[O-].


Least stable of them? (x).


(w)
Formula: C3H6N2O3
Source: OMol25
Level of theory: the ωB97M-V functional and the def2-TZVPD basis

XYZ file:
```
14
Properties=species:S:1:pos:R:3
H 2.083 1.857 -0.200
N 1.290 1.553 0.347
C 0.913 0.370 0.092
N 1.638 -0.535 -0.780
C -0.311 -0.332 0.787
O -0.162 -1.741 0.657
C -1.506 0.171 -0.012
O -2.223 -0.595 -0.655
O -1.743 1.476 0.058
H 2.650 -0.423 -1.048
H 1.280 -1.481 -0.782
H -0.361 -0.019 1.801
H -0.990 -2.017 0.179
H -2.556 1.716 -0.445
```

For the LUMO energy, the calculation gives 0.65 eV. The molar mass comes out at 118.092 g mol⁻¹. As for the net charge: 0. The SMILES is [H]/N=C(\N)[C@H](O)C(=O)O.


(x)
Formula: C3H6N2O3
Source: OMol25
Level of theory: the ωB97M-V functional and the def2-TZVPD basis

XYZ file:
```
14
Properties=species:S:1:pos:R:3
C -0.698 -0.435 -2.327
O -0.679 0.208 -1.060
N 0.697 0.483 -0.679
C 0.786 0.250 0.595
N 1.942 0.424 1.310
C -0.501 -0.276 1.300
O -0.697 -1.445 1.569
O -1.224 0.734 1.811
H -0.074 0.110 -3.042
H -1.726 -0.447 -2.698
H -0.342 -1.463 -2.218
H 2.623 1.005 0.835
H 1.832 0.570 2.305
H -1.941 0.282 2.299
```

For the LUMO energy, the calculation gives 0.69 eV. The molar mass comes out at 118.092 g mol⁻¹. As for the net charge: 0. The SMILES is CO/N=C(/N)C(=O)O.


(y)
Formula: C3H6N2O3
Source: OMol25
Level of theory: the ωB97M-V functional and the def2-TZVPD basis

XYZ file:
```
14
Properties=species:S:1:pos:R:3
N 1.042 0.731 0.927
C 0.051 -0.160 0.497
O -1.128 -0.273 1.229
N 0.213 -1.100 -0.600
C 0.791 -1.859 0.216
O 1.373 -2.751 0.722
H 1.235 1.522 0.330
H 1.887 0.342 1.322
H -0.908 -0.290 2.169
H -0.142 -0.961 -1.578
C -1.084 1.179 -1.266
O -0.867 0.488 -2.259
H -2.006 1.075 -0.677
H -0.458 2.058 -1.032
```

For the LUMO energy, the calculation gives 0.34 eV. The molar mass comes out at 118.092 g mol⁻¹. As for the net charge: 0. The SMILES is N[C@]1(O)NC1=O.C=O.


(z)
Formula: C3H6N2O3
Source: OMol25
Level of theory: the ωB97M-V functional and the def2-TZVPD basis

XYZ file:
```
14
Properties=species:S:1:pos:R:3
N -1.628 -0.088 2.658
C -1.074 -0.957 1.775
O -1.233 -2.143 1.800
N -0.301 -0.324 0.799
C 0.029 0.784 0.481
O 0.363 1.818 0.099
H -2.178 -0.468 3.410
H -1.441 0.898 2.644
C 1.152 0.341 -2.516
O 1.713 -0.211 -1.348
H 0.081 0.116 -2.595
H 1.662 -0.020 -3.415
H 1.283 1.419 -2.442
H 1.573 -1.164 -1.351
```

For the LUMO energy, the calculation gives 0.54 eV. The molar mass comes out at 118.092 g mol⁻¹. As for the net charge: 0. The SMILES is NC(=O)N=C=O.CO.


Least stable of them? (y).


(w)
Formula: CN2O3S
Source: OMol25
Level of theory: the ωB97M-V functional and the def2-TZVPD basis

XYZ file:
```
7
Properties=species:S:1:pos:R:3
C -1.822 -0.109 0.120
N -2.802 0.090 -0.491
N 1.802 0.044 0.033
O 1.212 1.022 0.296
O 2.944 -0.180 -0.135
O -0.692 -0.378 0.680
S 0.385 -1.300 -0.149
```

For the LUMO energy, the calculation gives -1.15 eV. The molar mass comes out at 120.089 g mol⁻¹. As for the net charge: 0.


(x)
Formula: CN2O3S
Source: OMol25
Level of theory: the ωB97M-V functional and the def2-TZVPD basis

XYZ file:
```
7
Properties=species:S:1:pos:R:3
C 0.357 1.117 0.062
N -0.824 0.934 -0.032
N 0.107 -1.012 -0.133
O -1.976 0.623 0.242
O -0.895 -1.649 -0.202
O 1.280 -1.185 0.021
S 1.952 1.171 0.043
```

For the LUMO energy (alpha / beta), the calculation gives -2.38 / -2.38 eV. The molar mass comes out at 120.089 g mol⁻¹. As for the net charge: 0.


Least stable of them? (x).


(w)
Formula: CN2O3S
Source: OMol25
Level of theory: the ωB97M-V functional and the def2-TZVPD basis

XYZ file:
```
7
Properties=species:S:1:pos:R:3
C -1.371 0.643 -0.012
N -1.199 1.769 -0.039
N -1.489 -0.627 0.372
O 2.602 -0.274 0.966
O -2.084 -1.600 -0.001
O 1.157 -0.131 -0.974
S 2.384 0.220 -0.311
```

For the LUMO energy (alpha / beta), the calculation gives -1.97 / -1.99 eV. The molar mass comes out at 120.089 g mol⁻¹. As for the net charge: 0.


(x)
Formula: CN2O3S
Source: OMol25
Level of theory: the ωB97M-V functional and the def2-TZVPD basis

XYZ file:
```
7
Properties=species:S:1:pos:R:3
C -0.123 1.705 -0.622
N -0.309 2.333 0.312
N 0.267 1.022 -1.727
O -0.996 -1.043 1.779
O -0.028 -0.153 -1.885
O 1.302 -1.996 1.161
S -0.113 -1.869 0.982
```

For the LUMO energy, the calculation gives -2.63 eV. The molar mass comes out at 120.089 g mol⁻¹. As for the net charge: 0.


Least stable of them? (w).


(w)
Formula: C2H5NO3
Source: OMol25
Level of theory: the ωB97M-V functional and the def2-TZVPD basis

XYZ file:
```
11
Properties=species:S:1:pos:R:3
N 1.442 1.468 -0.338
C 1.084 0.269 -0.868
O 1.641 -0.784 -0.592
H 0.786 2.239 -0.354
H 2.157 1.471 0.377
H 0.213 0.339 -1.539
O -1.648 0.578 0.901
C -1.449 -0.624 0.881
O -1.797 -1.424 -0.144
H -0.946 -1.191 1.679
H -1.482 -2.340 -0.005
```

For the LUMO energy, the calculation gives 0.67 eV. The molar mass comes out at 91.066 g mol⁻¹. As for the net charge: 0. The SMILES is NC=O.O=CO.


(x)
Formula: C2H5NO3
Source: OMol25
Level of theory: the ωB97M-V functional and the def2-TZVPD basis

XYZ file:
```
11
Properties=species:S:1:pos:R:3
C 0.779 0.941 0.968
C 1.339 0.942 -0.431
O 0.911 0.356 -1.419
H 1.238 0.243 1.647
H 0.783 1.948 1.390
H -0.355 0.583 0.965
H 2.243 1.502 -0.616
O -3.151 -2.036 -0.213
N -2.268 -1.738 -0.940
O -1.041 -1.553 -0.290
H -0.478 -1.187 -1.062
```

For the LUMO energy, the calculation gives 0.55 eV. The molar mass comes out at 91.066 g mol⁻¹. As for the net charge: 0. The SMILES is CC=O.O=NO.


Least stable of them? (x).